This record from the Open Molecules 2025 dataset describes C5H4HgLiO6 as an isolated structure. The level of theory is ωB97M-V/def2-TZVPD.

Cartesian coordinates (Å):
O  2.737  -6.433  6.863
C  2.438  -5.655  6.069
O  2.137  -4.815  5.321
O  1.701  -3.257  2.122
Li  1.250  -3.852  3.837
O  2.912  1.403  -0.756
C  2.900  0.296  -0.175
O  3.724  -0.094  0.684
O  2.042  -0.623  -0.708
C  2.118  -1.984  -0.300
C  0.331  -1.929  0.689
C  1.541  -2.295  1.387
Hg  4.524  1.966  0.709
H  1.981  -3.053  -0.534
H  3.057  -2.207  -0.843
H  -0.302  -2.736  0.310
H  -0.020  -0.919  0.925

Net charge   +1
Expectation value of S²   2.014
HOMO-LUMO gap (spin up / spin down)   7.096 / 8.271 eV
Multiplicity   3
Relative energy (zero: lowest compared OMol25 entry of this formula, charge and spin)   371.3 kJ/mol

These are the natural (NBO) partial charges, in e, on atoms 1 to 5: -0.406 1.076 -0.658 -0.700 0.965